# C42H42N6O4

8 unconnected molecules or ions with the total composition C42H42N6O4 (ωB97M-V/def2-TZVPD, the Open Molecules 2025 dataset).

Atoms and positions in Å:
N -2.84654 -0.19045 -5.06260
C -4.21354 -0.32345 -5.18760
C -5.03354 -1.32845 -4.67460
C -4.35854 -2.21345 -3.95860
C -2.92654 -2.26845 -3.72560
C -2.27454 -1.14545 -4.26660
H -4.61954 0.42055 -5.80960
H -6.13554 -1.40945 -4.91360
H -4.87554 -3.10745 -3.54060
H -2.55654 -3.01245 -3.05560
H -1.13454 -1.16745 -3.92760
N 1.82546 1.46455 -3.39560
C 0.49346 1.19355 -3.76960
C -0.57154 2.04155 -3.95560
C -0.31954 3.46455 -3.89760
C 1.02546 3.76255 -3.51060
C 1.93146 2.82855 -3.28060
H 0.35146 0.11855 -3.88860
H -1.43054 1.88455 -3.88660
H -1.11654 4.16955 -4.36760
H 1.26246 4.88555 -3.54360
H 2.95046 3.13255 -3.00860
N 0.19246 -1.78045 0.42440
C -1.07054 -1.90945 -0.16160
C -1.76854 -0.84745 -0.74060
C -1.28654 0.43955 -0.69460
C -0.08554 0.58455 -0.03060
C 0.67146 -0.41645 0.54640
H -1.60254 -2.67545 -0.03360
H -2.58854 -1.31445 -1.32660
H -1.74954 1.24155 -1.10760
H 0.19646 1.52755 0.17640
H 1.64046 -0.07545 1.12640
N 3.49146 1.40955 3.43540
C 2.54046 0.49555 3.83640
C 1.06846 0.77555 3.80640
C 0.65946 2.01855 3.51140
C 1.64746 2.99355 3.25940
C 2.99746 2.62455 3.26440
H 2.94446 -0.50545 4.00840
H 0.54046 -0.10945 4.19340
H -0.40754 2.11955 3.67840
H 1.25946 4.01355 3.09540
H 3.99246 3.18555 2.85540
N 3.95446 3.50255 -0.06660
C 3.49646 2.22055 -0.23060
C 4.23946 1.08455 -0.56360
C 5.59646 1.16555 -0.72360
C 6.15646 2.48855 -0.61560
C 5.29146 3.60555 -0.37160
H 2.34746 2.15455 0.03140
H 3.73446 0.05155 -0.73760
H 6.29446 0.20555 -1.23860
H 7.20146 2.83655 -0.88760
H 5.72846 4.54455 -0.46160
N 4.86146 -2.00845 3.28440
C 4.85246 -3.28045 3.66640
C 4.32346 -4.32145 2.93340
C 3.67646 -4.09445 1.77240
C 3.56046 -2.73545 1.42040
C 4.14146 -1.76345 2.19740
H 5.36846 -3.60845 4.72840
H 4.29546 -5.43545 3.18040
H 3.29146 -5.00945 1.46840
H 3.13746 -2.37345 0.60240
H 3.91346 -0.77945 1.85540
C 0.97046 -3.62045 4.60040
C 0.12946 -3.01445 3.51240
C -1.01154 -2.21845 3.89340
C -1.26254 -1.99045 5.28440
C -0.27754 -2.43745 6.30340
C 0.86946 -3.10745 5.94640
O 1.79846 -3.35445 6.85640
O -1.62754 -1.73845 2.85640
H 1.78446 -4.40545 4.13040
H 0.47746 -3.29845 2.50140
H -2.09254 -1.45345 5.73240
H -0.32754 -2.23145 7.28040
H 2.66446 -3.22845 6.64640
H -1.01954 -1.68945 1.88640
C -4.64554 2.65255 -2.59460
C -4.71654 1.50055 -1.55660
C -5.64454 0.50855 -1.72660
C -6.54654 0.61855 -2.85860
C -6.62954 1.68355 -3.68360
C -5.67854 2.75755 -3.63960
O -5.71354 3.78055 -4.53160
O -5.66454 -0.50045 -0.93760
H -3.90754 3.26355 -2.30560
H -3.88354 1.44555 -0.79260
H -7.14454 -0.32545 -2.69260
H -7.32854 1.70555 -4.55560
H -6.39054 3.49955 -5.20960
H -5.35454 -0.24745 -0.08560

Cartesian forces, eV/Å:
N -1.5 -1.8 1.6
C 2.1 0.2 -0.4
C -0.8 1.8 -1.6
C 2.0 -5.0 2.6
C -3.3 3.1 -1.6
C 2.2 -1.3 1.1
H -0.6 1.0 -0.7
H 1.6 0.3 0.5
H 0.0 0.8 -0.3
H 0.6 -0.2 0.0
H -2.3 0.9 -1.5
N -4.1 2.4 -1.2
C 2.4 -1.9 1.0
C 13.0 6.1 0.3
C 1.0 -1.7 -0.9
C -4.2 4.9 -1.9
C 4.0 -3.2 0.9
H -0.2 0.3 0.1
H -13.2 -3.9 -0.2
H 1.6 -1.0 1.6
H 0.2 -1.9 0.4
H -0.4 0.1 0.0
N -0.9 2.7 0.3
C 6.4 8.0 0.3
C -0.4 -1.7 -1.1
C 1.3 -3.2 0.9
C -0.3 -1.6 0.6
C -0.7 -2.4 -0.5
H -3.2 -7.0 0.8
H -0.1 1.6 0.5
H -1.3 2.2 -1.2
H 1.3 3.3 0.4
H -2.0 -1.5 -1.2
N -2.8 -2.7 1.9
C -1.1 1.4 -1.5
C 5.0 -3.5 1.4
C 0.0 0.6 0.6
C -0.8 0.5 0.0
C 2.9 1.9 -2.5
H -0.5 0.3 0.3
H -0.5 0.8 -0.5
H 0.0 1.0 -0.6
H 0.9 -0.5 0.0
H -3.3 0.2 1.1
N 1.7 -2.1 -1.4
C -2.3 1.4 1.6
C -1.4 -2.1 -0.2
C 3.4 -0.2 -2.1
C -0.5 0.8 -0.7
C -0.9 -3.5 0.4
H 2.5 -0.2 -0.8
H 0.7 2.1 0.4
H -2.2 3.0 2.1
H -1.2 -1.2 0.5
H 0.4 1.7 0.2
N -0.5 -0.4 1.0
C 2.2 -1.0 3.2
C 0.1 -2.3 1.1
C 0.2 2.5 0.4
C 1.4 -2.4 2.3
C -0.1 -0.9 -0.5
H -1.1 1.3 -2.7
H 0.6 1.9 0.6
H -1.2 -0.8 -2.1
H -2.3 1.0 -3.6
H 0.6 1.0 0.3
C 0.0 0.9 -3.3
C 1.9 -2.1 4.7
C 3.9 -1.9 1.3
C 2.0 -1.0 0.9
C -0.9 -0.1 -5.9
C -0.7 -1.0 -3.7
O -2.7 -1.2 3.3
O -1.1 2.4 -5.0
H -1.8 2.3 1.9
H -0.9 0.5 0.5
H -0.1 0.1 -0.7
H -0.8 1.2 3.5
H 3.4 0.6 -1.6
H -1.9 -0.6 4.4
C -5.1 -4.9 0.3
C 1.1 3.1 -2.9
C 0.6 4.7 -3.6
C 0.1 -2.8 3.8
C 0.4 1.2 -1.8
C 2.3 -1.6 3.4
O -1.1 -0.7 -0.9
O -1.3 -3.9 1.3
H 2.5 2.9 0.0
H -1.3 0.1 -0.8
H -0.3 1.4 -1.6
H 0.3 -0.2 0.9
H 1.1 0.8 0.9
H 0.5 0.1 1.1

For the LUMO energy, the calculation gives -0.006 Eh. The total energy comes out at -2254.6244 Eh. The energy above the lowest of the compared OMol25 structures with the same formula, charge and spin comes out at 362.52 kJ/mol. As for the SMILES: Oc1ccc(O)cc1.Oc1ccc(O)cc1.c1ccncc1.c1ccncc1.c1ccncc1.c1ccncc1.c1ccncc1.c1ccncc1. The value obtained for the maximum force is 14.33 eV/Å. As for the total charge: 0.

---

# C2H4N2S3

A single C2H4N2S3 molecule (ωB97M-V/def2-TZVPD, the Open Molecules 2025 dataset).

Atoms and positions in Å:
C -1.52757 -0.18475 2.16220
C 0.81084 0.08622 -1.13895
N -0.17553 0.30294 -0.35967
N -0.84977 1.31708 0.07656
S -1.67145 1.24611 1.45132
S 1.87673 1.32059 -1.99214
S 1.14575 -1.57641 -1.66521
H -1.83657 -0.43635 3.14097
H -0.66114 -0.66817 1.80493
H 2.57002 0.49412 -2.70395
H 0.31869 -1.90139 -0.77606

Cartesian forces, eV/Å:
C 0.8 0.6 -0.1
C -0.3 1.7 -0.5
N 1.1 -3.5 -0.3
N -0.3 2.9 0.6
S 0.0 -0.2 -1.3
S -1.5 0.9 1.5
S 1.5 1.1 -1.2
H -0.7 0.1 0.7
H 0.6 -1.2 -0.5
H 0.6 -1.1 -0.6
H -1.8 -1.5 1.8

For the LUMO energy (spin up / spin down), the calculation gives -0.024 / -0.024 Eh. The total energy comes out at -1382.5301 Eh. The energy above the lowest of the compared OMol25 structures with the same formula, charge and spin comes out at 372.90 kJ/mol. The value obtained for the maximum force is 3.65 eV/Å. As for the total charge: 0.

---

# C4H11NO3

2 unconnected molecules or ions with the total composition C4H11NO3 (ωB97M-V/def2-TZVPD, the Open Molecules 2025 dataset).

Atoms and positions in Å:
C 0.53731 0.58555 -0.93868
C 1.21430 0.53260 0.39405
C 1.95428 1.82365 0.67002
O 0.14989 0.58786 1.43958
C -0.18719 -0.67605 -1.37270
N -0.75713 -0.82727 -2.66123
O -0.25079 -1.62030 -0.62531
H -0.09746 1.41693 -1.23443
H 1.40629 0.56498 -1.66723
H 1.82480 -0.30433 0.66753
H 1.35280 2.73621 0.74875
H 2.18771 1.90498 1.76651
H 2.85530 1.89411 0.08425
H -0.32529 -0.24322 1.54016
H -0.55101 -0.13356 -3.35047
H -1.43687 -1.55829 -2.71255
H -3.22131 -1.58512 1.90486
H -3.15238 -2.99326 2.68669
O -3.50326 -2.10546 2.66022

Cartesian forces, eV/Å:
C 1.5 -1.5 -3.2
C -3.0 1.9 2.6
C 0.2 0.5 2.2
O 0.6 0.2 -0.3
C -0.5 -0.8 -0.8
N 1.5 1.3 2.3
O -0.3 -0.6 0.9
H 0.3 0.5 0.8
H -0.7 0.5 0.3
H 0.4 -0.7 -0.8
H -0.4 -0.2 -1.5
H 0.6 -1.0 -0.8
H 0.3 0.4 -0.2
H 0.3 -0.2 -0.4
H -0.5 -0.1 -0.4
H -0.1 -0.1 -0.5
H 0.3 -0.6 -0.1
H 0.4 0.0 -0.6
O -0.7 0.6 0.7

For the LUMO energy, the calculation gives 0.024 Eh. The total energy comes out at -439.4701 Eh. The energy above the lowest of the compared OMol25 structures with the same formula, charge and spin comes out at 146.58 kJ/mol. As for the SMILES: C[C@@H](O)CC(N)=O.O. The value obtained for the maximum force is 4.40 eV/Å. As for the total charge: 0.

---

# C35H44Cl2MoNOP3

A molecular structure, C35H44Cl2MoNOP3 (ωB97M-V/def2-TZVPD, the Open Molecules 2025 dataset).

Atoms and positions in Å:
P 0.35269 0.56120 -2.55052
C 0.40689 -0.46505 -4.01946
C -0.50592 -0.29198 -5.07474
H -1.32605 0.42120 -4.97995
C -0.35582 -1.03331 -6.24835
H -1.05680 -0.88687 -7.07133
C 0.69108 -1.95292 -6.37041
H 0.81092 -2.52564 -7.29207
C 1.58730 -2.13942 -5.31166
H 2.40219 -2.85837 -5.39999
C 1.44675 -1.40216 -4.13557
H 2.13968 -1.53973 -3.30501
C -1.26461 1.35414 -2.48139
C -2.41012 0.54110 -2.37716
H -2.30314 -0.54630 -2.38953
C -3.67411 1.12032 -2.25601
H -4.54950 0.47934 -2.13094
C -3.81656 2.50983 -2.31885
H -4.81067 2.95931 -2.25812
C -2.68888 3.31947 -2.47196
H -2.79800 4.40374 -2.54364
C -1.41435 2.75223 -2.53512
H -0.53726 3.39268 -2.65300
C 1.65724 1.79809 -2.68211
C 1.92274 2.38338 -3.93706
H 1.32717 2.09922 -4.80650
C 2.95126 3.31593 -4.07826
H 3.14486 3.76417 -5.05429
C 3.73397 3.67156 -2.97342
H 4.53939 4.40099 -3.08395
C 3.48467 3.08607 -1.72857
H 4.09065 3.35509 -0.86208
C 2.45954 2.14842 -1.58202
H 2.29080 1.67029 -0.61678
Mo 0.29557 -1.77849 1.48165
C -0.58067 -0.24270 2.72732
C -1.01339 0.89590 2.14261
H -0.68412 -0.39715 3.81132
C -0.72472 1.03212 0.66151
O 0.05879 2.24024 0.50343
H 0.29874 2.34716 -0.43744
C 0.00142 -0.19953 0.20672
H -1.66873 1.12606 0.08878
C 0.54299 -0.57177 -0.95175
Cl 0.37296 -2.86601 3.63664
Cl 1.49133 -3.52565 0.29122
P -1.72924 -2.97974 1.16386
C -1.73910 -4.67868 1.80384
H -1.83982 -4.65357 2.89500
H -0.78923 -5.16173 1.54863
H -2.57554 -5.22849 1.35328
C -3.19577 -2.19302 1.88793
H -3.32240 -1.18667 1.46798
H -3.05710 -2.10035 2.97244
H -4.08834 -2.79707 1.67428
C -2.10676 -3.13759 -0.60051
H -1.18802 -3.38756 -1.14434
H -2.50089 -2.18670 -0.97918
H -2.85109 -3.93336 -0.73521
P -1.86351 2.27771 2.95155
C -2.42060 1.71916 4.54855
C -3.22232 2.68796 1.84951
H -1.55921 1.43103 5.16602
H -3.09465 0.85852 4.43967
H -2.96071 2.54307 5.03649
H -2.83866 3.02604 0.87667
H -3.82687 3.48696 2.29900
H -3.85262 1.80137 1.69342
C -0.71273 3.64178 3.06467
H 0.18116 3.31093 3.60867
H -1.18316 4.47889 3.59702
H -0.41664 3.94120 2.05173
H 1.08678 -1.52344 -1.05209
N 2.41950 -0.82548 2.14144
C 3.21207 -1.53806 3.10095
C 3.88597 -2.68450 2.69624
C 4.57450 -3.44135 3.64852
C 4.57928 -3.03802 4.98871
C 3.87854 -1.89174 5.38252
C 3.18631 -1.13031 4.43705
H 2.90248 -0.74130 1.24391
H 2.18305 0.11265 2.46418
H 3.82021 -3.00506 1.65390
H 5.10544 -4.34149 3.33741
H 5.12939 -3.62183 5.73074
H 3.86850 -1.58342 6.42877
H 2.60359 -0.25290 4.72462

Cartesian forces, eV/Å:
P 0.2 -1.2 0.9
C 0.0 -0.3 -0.3
C 0.1 0.0 0.1
H 0.2 -0.2 -0.1
C 0.1 0.0 0.1
H 0.2 -0.1 0.3
C 0.0 0.2 0.2
H 0.0 0.2 0.3
C -0.1 0.1 0.1
H -0.3 0.2 0.0
C -0.1 0.1 -0.2
H 0.0 0.0 -0.3
C -0.5 0.3 0.0
C 0.0 0.1 0.1
H 0.0 0.3 0.1
C 0.2 -0.2 -0.1
H 0.3 0.2 -0.1
C 0.2 0.0 0.1
H 0.3 -0.1 0.0
C 0.0 0.0 0.0
H 0.0 -0.4 0.0
C 0.1 -0.3 0.0
H -0.2 -0.2 0.1
C 0.6 0.3 0.1
C -0.1 0.0 0.1
H 0.2 0.1 0.2
C -0.1 -0.1 0.2
H -0.1 -0.2 0.3
C -0.2 -0.2 0.1
H -0.3 -0.3 0.0
C -0.1 0.0 -0.1
H -0.1 -0.1 -0.3
C 0.0 0.0 -0.2
H 0.1 0.1 -0.2
Mo 2.7 -1.6 2.2
C -0.4 0.6 -0.1
C 0.3 -0.3 0.1
H -0.2 0.1 -0.4
C -0.3 0.8 -0.4
O -0.2 -0.4 -0.5
H -0.3 0.1 0.6
C -0.3 0.0 0.8
H 0.3 0.0 0.1
C -0.1 1.8 -2.1
Cl -0.3 0.4 -0.7
Cl -0.4 0.3 0.1
P -1.0 -0.5 -0.1
C 0.0 0.0 0.0
H 0.0 0.0 -0.3
H -0.2 0.1 0.1
H 0.2 0.1 0.1
C -0.2 0.0 0.0
H 0.0 -0.2 0.1
H 0.0 -0.1 -0.2
H 0.2 0.2 0.1
C -0.2 -0.1 -0.2
H -0.2 0.0 0.1
H 0.1 -0.2 0.1
H 0.1 0.2 -0.1
P 0.9 -1.1 -1.0
C -0.3 0.2 0.4
C -0.4 0.3 0.2
H -0.2 0.1 -0.2
H 0.2 0.2 0.0
H 0.1 -0.3 0.0
H 0.0 -0.1 0.3
H 0.1 -0.2 -0.2
H 0.2 0.2 0.1
C -0.1 0.4 0.3
H -0.2 0.1 -0.1
H 0.2 -0.1 -0.1
H -0.1 -0.1 0.3
H -0.2 0.5 -0.4
N -0.7 0.3 -0.9
C 0.1 -0.2 0.6
C 0.1 -0.1 0.2
C -0.1 0.3 0.1
C -0.1 0.0 -0.1
C 0.0 0.0 -0.2
C 0.3 -0.5 -0.2
H 0.0 0.0 0.3
H 0.2 -0.2 0.0
H 0.2 0.1 0.4
H -0.1 0.3 0.1
H -0.2 0.2 -0.3
H 0.0 -0.1 -0.3
H 0.2 -0.2 0.0

For the LUMO energy (spin up / spin down), the calculation gives -0.225 / -0.222 Eh. The total energy comes out at -3502.2864 Eh. The spin multiplicity is 3. The energy above the lowest of the compared OMol25 structures with the same formula, charge and spin comes out at 0.00 kJ/mol. The value obtained for the maximum force is 3.84 eV/Å. As for the total charge: +2.

---

# C3H12N2O

2 unconnected molecules or ions with the total composition C3H12N2O (ωB97M-V/def2-TZVPD, the Open Molecules 2025 dataset).

Atoms and positions in Å:
C -0.57226 -2.11951 -0.23047
C -0.32156 -0.61091 -0.55552
C 0.18405 -0.41203 -1.99615
N 0.46224 1.03942 -2.27858
N -1.98791 -2.29049 0.14713
H -0.23795 -2.73612 -1.07557
H 0.00687 -2.48858 0.61441
H -1.18058 -0.01319 -0.28232
H 0.50036 -0.39776 0.12540
H -0.58200 -0.84003 -2.63622
H 1.19157 -0.78912 -2.11059
H -0.30909 1.48012 -2.75874
H 0.65550 1.47552 -1.39017
H -2.20677 -3.06692 0.75450
H -2.57055 -2.34059 -0.67382
H 2.86225 5.21029 4.70168
H 1.67406 4.45692 4.53778
O 2.43177 4.44299 5.10725

Cartesian forces, eV/Å:
C -1.0 0.2 0.1
C 1.5 -1.7 0.2
C 0.0 1.9 1.1
N -0.5 -1.0 -0.4
N 0.1 0.1 -0.3
H -0.3 0.0 -0.1
H 0.2 0.4 0.1
H -0.2 0.1 -0.2
H 0.1 0.8 0.0
H 0.4 0.0 -0.6
H -0.2 -1.3 -0.1
H -0.1 0.2 0.3
H -0.2 0.4 -0.1
H 0.3 -0.2 -0.2
H -0.2 -0.1 0.0
H 0.6 -0.1 0.6
H -1.1 -0.7 -0.2
O 0.6 0.8 -0.3

For the LUMO energy, the calculation gives 0.036 Eh. The total energy comes out at -306.2123 Eh. The energy above the lowest of the compared OMol25 structures with the same formula, charge and spin comes out at 83.00 kJ/mol. As for the SMILES: NCCCN.O. The value obtained for the maximum force is 2.30 eV/Å. As for the total charge: 0.